Record 1
Here is a molecular structure, C16H19BIrN6Se in a non-equilibrium geometry from the Open Molecules 2025 dataset. Energies are from wB97M-V/def2-TZVPD.

Output
Highest occupied orbital energy (spin up / spin down) in eV: -14.7 / -15.3
HOMO-LUMO gap (spin up / spin down) in eV: 9.2 / 5.0
Energy relative to the best compared isomer or geometry (same formula, charge and spin) in eV: 0.123
Largest force on an atom in eV Å⁻¹: 4.12

Structure (ORCA input):
```
! wB97M-V def2-TZVPD RIJCOSX def2/J DEFGRID3
* xyz 2 6
H -2.0181 -2.8785 0.2925
N -0.0742 -2.4412 -0.4017
B 2.3668 -2.3962 -1.0402
N 1.0221 -3.1777 -0.8231
C 0.6671 -4.4809 -0.8156
Ir -0.2738 -0.5118 -0.5772
H 1.4127 -5.2144 -1.0989
C -0.6551 -4.5945 -0.3735
H -1.2094 -5.5069 -0.2409
C -1.0898 -3.2970 -0.0947
H 3.2808 -3.1191 -1.2934
C 0.1106 3.4089 1.5513
H -0.7231 3.8151 0.9693
H -0.0256 2.3146 1.5460
H 1.0772 3.6279 1.0733
N 2.5553 -1.5638 0.2497
N 2.1322 -1.3018 -2.1454
N 1.5712 -0.6940 0.6291
N 1.1360 -0.3556 -1.9435
C 3.5669 -1.5098 1.1503
C 2.8326 -0.9399 -3.2462
H 4.4250 -2.1502 1.0044
H 3.6593 -1.5493 -3.5656
C 3.2270 -0.6025 2.1386
C 2.2885 0.2451 -3.7548
C 1.9661 -0.0941 1.7789
C 1.2390 0.6085 -2.9086
H 3.8307 -0.3885 3.0123
H 2.6360 0.7607 -4.6331
H 1.3279 0.6197 2.2818
H 0.5522 1.4588 -2.9014
H 0.0871 3.7823 2.5667
Se -2.3812 0.1282 -1.0241
C -2.9598 1.4319 0.2378
C -3.1109 1.1970 1.6102
C -3.7473 2.1638 2.3959
C -4.2139 3.3530 1.8143
C -4.0416 3.5810 0.4401
C -3.4047 2.6275 -0.3471
H -2.7628 0.2623 2.0471
H -3.8855 2.0027 3.4632
H -4.7196 4.1008 2.4246
H -4.3896 4.4897 -0.0353
H -3.2843 2.7882 -1.4128
*
```

=====

Record 2
Here is a molecular structure, C16H19BrN3O4PdSe2 in a non-equilibrium geometry from the Open Molecules 2025 dataset. Energies are from wB97M-V/def2-TZVPD.

Output
Highest occupied orbital energy in eV: -4.0
HOMO-LUMO gap in eV: 6.5
Energy relative to the best compared isomer or geometry (same formula, charge and spin) in eV: 2.199
Largest force on an atom in eV Å⁻¹: 1.84

Structure (ORCA input):
```
! wB97M-V def2-TZVPD RIJCOSX def2/J DEFGRID3
* xyz -1 1
Pd -0.0471 0.7789 0.2124
O -0.8646 1.2124 2.3371
N -1.4513 0.2577 2.9420
N -1.8258 -0.7639 2.2542
O -1.6613 -0.9293 0.9770
C -2.4437 -1.8054 2.9652
C -2.7795 -1.6750 4.3111
C -3.3858 -2.7328 4.9598
C -3.6630 -3.9134 4.2850
C -3.3124 -4.0427 2.9509
C -2.7109 -2.9924 2.2879
H -2.5640 -0.7505 4.8218
H -3.6465 -2.6429 6.0047
H -4.1529 -4.7282 4.7983
H -3.5079 -4.9677 2.4268
H -2.4385 -3.0514 1.2448
O -1.1223 2.2705 -5.0445
C -0.8316 2.5543 -3.6805
C 0.6490 2.3488 -3.3237
C 1.5561 3.0154 -4.3880
O 1.5008 2.4127 -5.6529
C 1.0185 0.8631 -3.2915
Se 0.1059 -0.2815 -1.9481
C 0.9413 3.0432 -1.9858
Se -0.5116 3.0539 -0.6081
H -2.0113 1.9126 -5.0917
H -1.4270 1.9072 -3.0278
H -1.1003 3.5991 -3.4618
H 2.6015 2.9591 -4.0659
H 1.2850 4.0799 -4.4657
H 0.5567 2.3151 -5.8542
H 2.0919 0.7606 -3.1128
H 0.7970 0.4068 -4.2588
H 1.1654 4.1003 -2.1523
H 1.8082 2.5780 -1.5061
Br 2.5363 2.2365 1.4606
C 2.6472 0.3346 1.4976
C 3.8689 -0.2865 1.6227
C 3.8928 -1.6759 1.6806
C 2.6763 -2.3565 1.5678
C 1.5088 -1.6418 1.4387
N 1.4686 -0.2969 1.4152
H 4.7679 0.3050 1.6915
H 4.8233 -2.2025 1.8252
H 2.6443 -3.4346 1.5934
H 0.5475 -2.1342 1.3478
*
```

=====

Record 3
Here is a molecular structure, C16H19BrRh from the Open Molecules 2025 dataset. Energies are from wB97M-V/def2-TZVPD.

Output
Highest occupied orbital energy in eV: -12.1
HOMO-LUMO gap in eV: 7.4
Largest force on an atom in eV Å⁻¹: 0.47

Structure (ORCA input):
```
! wB97M-V def2-TZVPD RIJCOSX def2/J DEFGRID3
* xyz 1 1
Rh 0.0675 0.1185 0.2245
C 1.2078 -0.1370 -1.5639
C 0.6297 1.1729 -1.6641
C -0.7737 1.0106 -1.5859
C -1.0806 -0.4119 -1.4850
C 0.1485 -1.1265 -1.5081
C 0.3588 -2.6005 -1.5716
C -2.4605 -0.9706 -1.4668
C -1.7930 2.1022 -1.6077
C 1.3487 2.4748 -1.7881
C 2.6578 -0.4785 -1.5893
H 0.6203 -2.8922 -2.5911
H -0.5399 -3.1435 -1.2868
H 1.1675 -2.9168 -0.9148
H -2.8799 -0.9423 -2.4756
H -3.1136 -0.3867 -0.8197
H -2.4707 -2.0024 -1.1236
H -2.0546 2.4342 -0.6015
H -2.7093 1.7646 -2.0897
H -1.4169 2.9642 -2.1565
H 1.3330 2.8136 -2.8259
H 2.3898 2.3893 -1.4846
H 0.8830 3.2482 -1.1787
H 2.9028 -0.9397 -2.5493
H 2.9038 -1.2019 -0.8120
H 3.2882 0.3977 -1.4633
Br 0.0896 0.4179 6.5038
C 0.0013 0.0162 4.6671
C 0.2097 1.0202 3.7451
C 0.1343 0.6446 2.4049
C -0.1452 -0.6607 1.9922
C -0.3550 -1.6567 2.9520
C -0.2754 -1.3068 4.2802
H 0.4205 2.0315 4.0605
H 0.3005 1.4805 1.6493
H -0.5710 -2.6784 2.6705
H -0.4237 -2.0487 5.0534
*
```

=====

Record 4
Here is a molecular structure, C16H19Cl2N3O9Pt in a non-equilibrium geometry from the Open Molecules 2025 dataset. Energies are from wB97M-V/def2-TZVPD.

Output
Highest occupied orbital energy (spin up / spin down) in eV: -1.3 / -5.5
HOMO-LUMO gap (spin up / spin down) in eV: 3.5 / 7.4
Largest force on an atom in eV Å⁻¹: 4.98

Structure (ORCA input):
```
! wB97M-V def2-TZVPD RIJCOSX def2/J DEFGRID3
* xyz -1 4
Pt 11.3370 -7.0404 23.8955
Cl 7.8074 -7.5641 25.0055
O 6.4710 -7.7143 24.5029
O 7.9547 -6.3074 25.5979
O 8.0442 -8.4714 26.0310
O 8.8260 -7.7894 23.9727
Cl 14.5698 -5.8284 22.2267
O 14.0204 -5.1744 21.0784
O 15.4558 -5.0081 22.8845
O 13.4984 -6.1918 23.1306
O 15.2094 -7.0135 21.6926
N 11.1830 -7.5928 21.7267
C 10.9337 -8.8718 21.3730
C 10.7710 -9.2912 20.0301
C 10.8975 -8.3482 18.9766
C 11.0885 -7.0631 19.3026
C 11.1347 -6.6935 20.6784
H 10.8730 -9.5730 22.1922
H 10.6749 -10.3432 19.8051
H 10.8241 -8.6532 17.9432
H 11.0603 -6.3639 18.4800
H 11.1679 -5.6537 20.9685
N 11.6359 -6.4278 25.9429
C 12.4007 -5.2971 26.2006
C 12.6398 -4.8006 27.5363
C 11.8863 -5.2973 28.5720
C 11.0892 -6.4178 28.4095
C 11.0090 -6.9400 27.0942
H 12.9047 -4.7586 25.4117
H 13.2378 -3.9192 27.7147
H 11.9301 -4.9193 29.5828
H 10.4655 -6.8455 29.1805
H 10.4158 -7.8206 26.8966
N 12.2087 -9.0349 24.1914
C 11.4138 -9.8485 24.9912
C 11.7829 -11.1691 25.3949
C 12.9093 -11.7335 24.7680
C 13.7228 -10.8707 24.0638
C 13.3876 -9.5699 23.8072
H 10.4441 -9.5042 25.3191
H 11.1729 -11.7627 26.0597
H 13.2194 -12.7357 25.0244
H 14.6599 -11.3334 23.7915
H 14.1627 -9.0795 23.2370
C 9.5417 -4.6443 23.1455
O 10.8467 -4.9018 23.6611
H 8.9048 -4.2037 23.9124
H 9.6375 -3.9153 22.3408
H 9.0752 -5.4220 22.5408
H 11.3462 -4.0827 23.6252
*
```

=====

Record 5
Here is a molecular structure, C16H19Cl3N2O2PPdSe2 in a non-equilibrium geometry from the Open Molecules 2025 dataset. Energies are from wB97M-V/def2-TZVPD.

Output
Highest occupied orbital energy in eV: -10.8
HOMO-LUMO gap in eV: 6.7
Energy relative to the best compared isomer or geometry (same formula, charge and spin) in eV: 0.989
Largest force on an atom in eV Å⁻¹: 1.59

Structure (ORCA input):
```
! wB97M-V def2-TZVPD RIJCOSX def2/J DEFGRID3
* xyz 1 1
Pd -0.6883 -0.3228 0.2804
Se 0.4262 -0.5426 2.4529
P -0.6336 -2.3729 1.8332
Se -0.2933 -2.7393 -0.2968
C -2.4085 -2.1040 2.2099
C -2.8453 -2.2758 3.5185
C -4.1538 -1.9631 3.8506
C -5.0193 -1.4713 2.8870
C -4.5844 -1.3051 1.5803
C -3.2837 -1.6317 1.2314
C -0.0863 -3.8076 2.8030
C -0.2754 -5.0833 2.2831
C 0.1962 -6.1777 2.9877
C 0.8606 -6.0001 4.1932
C 1.0457 -4.7248 4.7049
C 0.5731 -3.6229 4.0115
H -2.1657 -2.6366 4.2803
H -4.4889 -2.0951 4.8700
H -6.0350 -1.2164 3.1553
H -5.2614 -0.9200 0.8305
H -2.9928 -1.5695 0.1853
H -0.7778 -5.2213 1.3332
H 0.0731 -7.1726 2.5841
H 1.2446 -6.8532 4.7354
H 1.5821 -4.5813 5.6321
H 0.7226 -2.6215 4.3967
Cl -1.8913 4.1271 -1.3446
C -2.1309 2.5973 -2.1718
Cl -3.8124 2.4019 -2.6824
Cl -1.1165 2.6047 -3.6546
C -1.8050 1.3774 -1.2313
O -1.6796 0.2610 -1.7729
O -1.7226 1.6249 -0.0199
N 1.9422 0.7081 -4.4801
C 2.5423 0.7130 -3.1103
C 1.4745 0.2126 -2.1220
N 1.7089 0.5427 -0.7324
H 2.5745 1.0762 -5.1922
H 1.0850 1.2827 -4.4600
H 1.6607 -0.2388 -4.7450
H 2.8202 1.7369 -2.8640
H 3.4336 0.0867 -3.1068
H 1.3736 -0.8745 -2.1902
H 0.5265 0.6481 -2.4259
H 1.7876 1.5396 -0.5636
H 2.5337 0.0729 -0.3782
*
```

=====

Record 6
Here is 3 unconnected molecules or ions with the total composition C16H19ClIN2O6P in a non-equilibrium geometry from the Open Molecules 2025 dataset. Energies are from wB97M-V/def2-TZVPD.

Output
Highest occupied orbital energy in eV: -9.4
SMILES string: C[C@@H](I)C[C@H]1OC(=O)O[C@]1(Cl)P(=O)(O)O.c1ccncc1.c1ccncc1
HOMO-LUMO gap in eV: 9.5
Largest force on an atom in eV Å⁻¹: 4.27

Structure (ORCA input):
```
! wB97M-V def2-TZVPD RIJCOSX def2/J DEFGRID3
* xyz 0 1
C 1.8532 1.5103 -2.2752
C 2.0655 -0.0107 -2.3216
I 3.1338 -0.6117 -0.5372
C 0.8013 -0.8416 -2.6191
C -0.4859 -0.4218 -1.8949
O -0.4898 -0.3515 -0.4764
C -0.7392 0.9830 -0.1828
O -0.5787 1.3829 0.8743
O -1.1349 1.6868 -1.2740
C -1.3429 0.7461 -2.3545
Cl -1.2198 1.3117 -4.0142
P -3.1798 0.3140 -2.1837
O -3.5858 -0.4324 -3.3506
O -3.9886 1.6988 -2.0840
O -3.3966 -0.5188 -0.8257
H 1.5357 1.8779 -1.2986
H 1.2167 1.8722 -3.0847
H 2.8321 1.9687 -2.4502
H 2.7549 -0.1949 -3.1455
H 1.0207 -1.8628 -2.2960
H 0.5853 -0.9185 -3.6871
H -1.1461 -1.2850 -2.1030
H -3.4521 2.4316 -2.4266
H -3.9229 0.0571 -0.2409
N 1.2507 -4.1927 0.1381
C 0.2296 -3.3587 -0.0609
C -1.0976 -3.7602 -0.1015
C -1.3812 -5.1047 0.0713
C -0.3347 -5.9878 0.2782
C 0.9564 -5.4815 0.3041
H 0.4991 -2.3193 -0.1942
H -1.8873 -3.0370 -0.2640
H -2.4042 -5.4594 0.0455
H -0.5138 -7.0453 0.4170
H 1.8067 -6.1354 0.4664
N 1.1690 2.2329 4.5262
C 0.6701 2.6758 3.3696
C 0.7160 4.0044 2.9727
C 1.3077 4.9245 3.8217
C 1.8295 4.4844 5.0269
C 1.7356 3.1343 5.3279
H 0.2134 1.9252 2.7351
H 0.2976 4.3074 2.0221
H 1.3620 5.9713 3.5482
H 2.2993 5.1712 5.7181
H 2.1334 2.7438 6.2588
*
```

=====

no.,energy (a.u.)
1,-3479.5508
2,-8591.0308
3,-3305.3784
4,-2501.5935
5,-7533.5746
6,-2281.3478